# 1
Below is an isolated ion of composition C9H19N2Si and charge +1 in a non-equilibrium geometry, with properties calculated with ωB97M-V with the def2-TZVPD basis set.

Relative energy (zero: lowest compared OMol25 entry of this formula, charge and spin)   55.6 kJ/mol
Lowest unoccupied orbital energy   -2.652 eV
2S+1   1
Energy   -753.1109 Eh
HOMO energy   -0.461 Ha
HOMO-LUMO gap   9.89 eV
Charge   +1
SMILES   Cc1cn(C)c(C)[n+]1[Si](C)(C)C

```
31
Properties=species:S:1:pos:R:3:mulliken_charge:R:1
C -0.09 -2.61 0.33 -1.34
C 0.59 -1.33 0.18 0.70
C 1.96 -1.27 -0.05 -0.60
N 2.29 0.01 -0.23 0.14
C 3.69 0.28 -0.49 -0.89
C 1.20 0.79 0.04 0.47
C 1.42 2.23 0.36 -1.39
N 0.14 -0.05 0.25 0.21
Si -1.74 0.29 0.00 0.36
C -2.71 -0.77 1.39 -0.98
C -1.99 -0.52 -1.64 -1.03
C -2.00 2.06 -0.04 -1.01
H -1.14 -2.67 -0.14 0.22
H 0.57 -3.40 -0.01 0.37
H -0.36 -2.83 1.45 0.27
H 2.63 -2.02 -0.09 0.52
H 3.97 0.93 -1.35 0.34
H 4.25 0.70 0.39 0.36
H 4.16 -0.61 -0.68 0.34
H 1.19 2.99 -0.41 0.32
H 0.64 2.60 1.13 0.27
H 2.40 2.54 0.66 0.39
H -2.80 -0.21 2.32 0.38
H -3.69 -1.21 0.92 0.31
H -2.00 -1.51 1.92 0.21
H -2.64 0.11 -2.35 0.39
H -1.06 -0.75 -2.13 0.35
H -2.71 -1.33 -1.50 0.34
H -1.30 2.47 -0.85 0.28
H -3.06 2.38 -0.24 0.38
H -1.80 2.72 0.87 0.32
```



# 2
Below is a 7-piece molecular cluster, C28H56O21 overall in a non-equilibrium geometry, with properties calculated with ωB97M-V with the def2-TZVPD basis set.

Relative energy (zero: lowest compared OMol25 entry of this formula, charge and spin)   62.6 kJ/mol
Lowest unoccupied orbital energy   0.477 eV
2S+1   1
Energy   -2680.5865 Eh
HOMO energy   -0.396 Ha
HOMO-LUMO gap   11.25 eV
SMILES   CCOC(=O)OC.CCOC(=O)OC.CCOC(=O)OC.CCOC(=O)OC.CCOC(=O)OC.CCOC(=O)OC.CCOC(=O)OC

```
105
Properties=species:S:1:pos:R:3:mulliken_charge:R:1
C 1.88 2.30 -2.18 -0.83
C 3.26 1.85 -2.67 -0.45
O 4.03 1.15 -1.70 -0.27
C 4.44 1.84 -0.64 0.83
O 4.18 2.99 -0.39 -0.60
O 5.18 1.03 0.10 -0.26
C 5.52 1.47 1.39 -0.69
H 1.46 1.48 -1.59 -0.05
H 1.26 2.54 -3.04 0.43
H 1.95 3.18 -1.54 0.36
H 3.80 2.66 -3.17 0.32
H 3.10 1.10 -3.45 0.37
H 6.41 2.11 1.36 0.36
H 5.79 0.62 2.02 0.44
H 4.83 2.05 1.99 0.01
C -10.33 -0.29 -4.01 -1.16
C -9.70 0.79 -3.16 -0.24
O -8.38 0.36 -2.81 -0.29
C -7.53 1.30 -2.41 0.72
O -7.76 2.47 -2.33 -0.58
O -6.38 0.71 -2.11 -0.28
C -5.28 1.54 -1.73 -0.53
H -11.30 0.10 -4.34 0.37
H -10.57 -1.22 -3.50 0.31
H -9.67 -0.49 -4.86 0.29
H -10.25 0.94 -2.23 0.29
H -9.70 1.73 -3.71 0.33
H -5.53 2.58 -1.94 0.42
H -4.45 1.28 -2.38 0.10
H -4.98 1.37 -0.70 0.24
C 0.84 -2.57 4.64 -1.23
C 0.61 -1.36 5.51 -0.13
O -0.42 -1.65 6.46 -0.31
C -0.61 -0.74 7.41 0.73
O -0.19 0.38 7.38 -0.55
O -1.36 -1.18 8.43 -0.33
C -1.63 -2.58 8.53 -0.60
H 1.13 -3.42 5.26 0.36
H 1.66 -2.28 3.98 0.34
H 0.03 -2.86 3.97 0.32
H 0.28 -0.52 4.88 0.25
H 1.51 -1.04 6.03 0.34
H -2.09 -2.96 7.62 0.27
H -2.35 -2.67 9.34 0.25
H -0.72 -3.13 8.75 0.28
C 4.02 2.44 4.69 -0.97
C 4.09 3.72 3.88 -0.43
O 5.47 4.08 3.62 -0.21
C 6.07 4.82 4.54 0.69
O 5.64 5.06 5.64 -0.56
O 7.24 5.23 4.06 -0.32
C 7.90 6.22 4.82 -0.69
H 4.45 2.61 5.68 0.46
H 4.59 1.61 4.28 0.21
H 2.99 2.13 4.82 0.29
H 3.65 4.57 4.39 0.51
H 3.64 3.59 2.90 0.24
H 8.38 5.77 5.70 0.29
H 7.23 6.97 5.25 0.32
H 8.61 6.71 4.16 0.24
C 1.60 0.51 1.77 0.18
C 0.26 0.95 1.25 -0.48
O -0.26 -0.13 0.47 -0.14
C -1.37 0.05 -0.24 0.67
O -1.91 1.11 -0.46 -0.61
O -1.77 -1.13 -0.67 -0.37
C -2.88 -1.13 -1.60 -0.28
H 2.01 1.32 2.36 0.25
H 2.31 0.32 0.96 -0.45
H 1.54 -0.39 2.39 -0.06
H 0.43 1.81 0.58 0.27
H -0.46 1.29 2.00 0.44
H -2.66 -0.48 -2.44 0.17
H -3.78 -0.87 -1.04 0.24
H -2.97 -2.16 -1.90 0.14
C 4.57 -2.12 -0.67 -1.40
C 3.11 -1.97 -0.97 0.67
O 2.85 -2.09 -2.37 -0.32
C 2.36 -3.24 -2.82 0.68
O 2.28 -4.28 -2.22 -0.59
O 1.95 -3.02 -4.07 -0.34
C 1.12 -3.98 -4.70 -0.59
H 4.86 -1.67 0.28 0.27
H 5.16 -1.52 -1.37 0.32
H 4.95 -3.14 -0.73 0.39
H 2.71 -1.01 -0.66 -0.43
H 2.53 -2.70 -0.39 0.50
H 1.42 -4.07 -5.74 0.28
H 0.10 -3.62 -4.59 0.11
H 1.20 -4.99 -4.30 0.38
C -5.34 -3.88 -4.46 -1.14
C -4.32 -3.51 -5.51 -0.27
O -3.71 -2.28 -5.09 -0.17
C -2.55 -1.98 -5.68 0.67
O -2.07 -2.56 -6.62 -0.58
O -2.05 -0.92 -5.05 -0.22
C -0.74 -0.47 -5.41 -0.60
H -4.91 -4.03 -3.47 0.28
H -5.85 -4.81 -4.73 0.39
H -6.10 -3.10 -4.45 0.28
H -4.84 -3.32 -6.45 0.28
H -3.56 -4.27 -5.68 0.36
H -0.44 0.13 -4.55 0.17
H -0.75 0.12 -6.33 0.31
H -0.03 -1.29 -5.50 0.27
```



# 3
Below is a single C9H15NO3 molecule in a non-equilibrium geometry, with properties calculated with ωB97M-V with the def2-TZVPD basis set.

Relative energy (zero: lowest compared OMol25 entry of this formula, charge and spin)   680.3 kJ/mol
Lowest unoccupied orbital energy   0.575 eV
2S+1   1
Energy   -632.2077 Eh
HOMO energy   -0.237 Ha
HOMO-LUMO gap   7.03 eV

```
28
Properties=species:S:1:pos:R:3:mulliken_charge:R:1
C 1.26 -0.92 -1.05 0.70
C -0.18 -1.92 0.69 0.66
C 0.49 -2.04 -0.99 -0.82
C -1.27 -1.20 0.68 0.16
C 2.13 2.17 -1.87 -1.37
C 1.91 1.63 0.63 -1.17
C -2.98 -0.57 -0.88 -0.80
C -2.01 -0.48 2.81 -0.64
C 2.43 1.24 -0.72 0.49
N 2.03 -0.02 -1.08 -0.17
O 0.47 -2.56 1.53 -0.77
O -1.64 -0.61 -0.52 -0.31
O -2.29 -1.23 1.64 -0.45
H -0.35 -2.02 -1.69 0.22
H 1.02 -3.01 -1.07 0.40
H 2.61 1.80 -2.76 0.42
H 1.11 2.19 -2.15 0.36
H 2.42 3.23 -1.75 0.37
H 1.99 2.69 0.61 0.42
H 2.37 1.31 1.53 0.37
H 0.83 1.45 0.63 0.18
H -3.73 -0.64 -0.04 0.29
H -3.12 -1.22 -1.70 0.29
H -3.11 0.52 -1.28 0.22
H -2.72 0.38 2.91 0.26
H -0.96 -0.09 2.85 0.25
H -2.26 -1.10 3.67 0.25
H 3.53 1.01 -0.63 0.18
```



# 4
Below is a 2-piece molecular cluster, C3H3BrI2O overall in a non-equilibrium geometry, with properties calculated with ωB97M-V with the def2-TZVPD basis set.

Relative energy (zero: lowest compared OMol25 entry of this formula, charge and spin)   0.0 kJ/mol
Lowest unoccupied orbital energy (spin up / spin down)   -0.490 / -0.944 eV
2S+1   1
Energy   -3360.6075 Eh
HOMO energy (spin up / spin down)   -0.300 / -0.296 Ha
HOMO-LUMO gap (spin up / spin down)   7.67 / 7.12 eV

```
10
Properties=species:S:1:pos:R:3:mulliken_charge:R:1
C -1.32 1.09 0.05 -0.45
C -1.06 -0.14 -0.23 -0.29
C 1.40 -0.73 -0.31 -0.17
O 2.06 0.40 -0.11 -0.39
Br 1.42 -2.07 1.02 -0.05
I -3.30 1.91 0.37 -0.03
I -2.12 -1.88 -0.44 0.18
H -0.57 1.85 0.14 0.40
H 1.41 -1.09 -1.32 0.41
H 2.10 0.65 0.83 0.39
```